Entry 1:
Below is a structure of composition C23H14BrFIrN3O8 in a non-equilibrium geometry, with properties calculated with ωB97M-V with the def2-TZVPD basis set.

Summary:
Spin multiplicity: 5
E_LUMO (alpha / beta) in eV: -0.41 / -4.00
Kohn-Sham gap (alpha / beta) in eV: 7.0 / 5.1
Relative energy (zero: lowest compared OMol25 entry of this formula, charge and spin) in kcal per mole: 18.12
Total charge: 0

Geometry as XYZ:
```
51
Properties=species:S:1:pos:R:3:forces:R:3
Ir -0.7483 1.5620 -0.2376 1.905 0.517 2.058
O -3.5385 4.2040 -0.7846 2.140 -0.059 0.851
C -2.6735 3.3274 -0.7478 -2.484 1.734 -1.282
O -1.3369 3.4530 -0.5683 -0.791 -1.489 0.461
C -3.1559 2.0236 -1.1533 1.128 -2.008 -1.424
C -4.4044 1.6742 -1.6001 -0.156 -0.726 0.895
C -4.6645 0.4328 -2.2000 -0.775 0.875 1.116
C -3.5511 -0.3555 -2.5740 0.745 -1.611 -1.405
C -3.7406 -1.4084 -3.5135 -1.194 0.239 0.618
C -2.7137 -1.8726 -4.2476 2.294 -0.858 -0.852
C -1.3843 -1.3421 -4.0629 -0.666 -2.280 -1.953
C -1.1118 -0.4101 -3.1378 -1.991 1.353 1.745
C -2.2214 -0.0092 -2.3204 -0.027 1.759 -0.096
N -2.0790 1.0841 -1.4075 -1.693 -0.708 -1.782
H -5.1349 2.3702 -1.2717 -0.967 0.452 -0.352
H -5.6971 0.0713 -2.4212 1.080 0.535 0.134
H -4.7515 -1.8073 -3.6382 0.285 0.236 -0.133
H -2.8143 -2.6636 -5.0286 -0.169 0.754 0.874
H -0.6138 -1.7810 -4.7190 -0.299 0.615 0.378
H -0.2475 0.2219 -3.1076 0.718 -0.367 0.263
F 1.7332 -1.5252 4.5629 -0.549 0.113 0.749
C 0.9170 -2.3871 3.9718 -0.660 -1.179 -1.001
C 0.0936 -2.0290 2.9666 0.995 -0.104 -0.385
N -0.2418 -2.9085 1.9394 -1.075 -0.834 0.650
C -0.8683 -2.5216 0.7103 -0.126 1.627 -0.453
C -0.1005 -1.3534 0.0781 2.155 -1.839 -0.936
O -0.5587 -0.2156 0.5521 -0.486 1.864 -0.831
O 0.8752 -1.5113 -0.6497 -2.005 0.734 1.016
C -0.1804 -4.2834 2.0854 1.063 -0.050 0.829
O -0.4643 -5.1167 1.2553 -0.358 0.238 -0.122
N 0.3456 -4.6260 3.3054 0.790 -1.573 1.513
C 1.0493 -3.8356 4.2477 0.993 0.410 -0.674
O 1.7668 -4.3397 5.0826 -0.632 0.111 -0.081
H -0.1634 -1.0117 2.7718 0.247 0.563 -0.174
H -1.8979 -2.1616 0.8484 0.070 -0.498 0.004
H -0.7781 -3.3961 0.0938 -0.353 -0.140 -0.515
H 0.5260 -5.6450 3.4649 -0.375 1.343 -0.405
Br 7.0681 4.7368 0.3028 0.113 -0.163 0.525
C 5.4630 3.8089 0.7030 0.212 -0.999 -0.367
C 4.3517 4.2771 0.0631 -1.275 0.077 0.170
C 3.1376 3.5776 0.2145 -0.705 2.081 -0.041
C 3.0774 2.3938 0.9002 0.167 -0.721 -0.226
C 4.2346 1.8757 1.3807 2.761 -1.063 2.008
C 5.4167 2.5899 1.4042 1.202 1.599 -0.381
C 1.8818 1.5638 1.0763 -1.212 -0.886 -0.630
O 0.7923 2.2720 0.5796 0.883 -0.704 0.903
O 1.8013 0.4116 1.4630 0.445 2.220 -0.191
H 4.4560 5.2330 -0.4372 -0.522 -0.177 -0.180
H 2.1794 4.0600 -0.0271 0.640 -0.265 -0.443
H 4.3180 0.9162 1.8827 -0.669 -0.005 -0.085
H 6.3519 2.3764 1.9492 -0.817 -0.746 -0.361
```
Forces are in eV/Å.

=====

Entry 2:
Below is the molecule C5H7N, with properties calculated with ωB97M-V with the def2-TZVPD basis set.

Summary:
Spin multiplicity: 1
E_LUMO in eV: 1.11
SMILES: C#C[C@@H]1N[C@@H]1C
Kohn-Sham gap in eV: 10.3
Relative energy (zero: lowest compared OMol25 entry of this formula, charge and spin) in kcal per mole: 67.42
Total charge: 0

Geometry as XYZ:
```
13
Properties=species:S:1:pos:R:3:forces:R:3
C 1.2785 0.6370 -0.5555 0.012 0.048 0.008
C 0.8476 -0.4111 0.4418 0.216 -0.097 -0.102
N 0.2603 0.0216 1.7008 -0.075 0.277 0.119
C -0.5952 -0.6655 0.7259 -0.107 -0.198 -0.154
C -1.5738 -0.0504 -0.1513 -0.201 0.094 -0.398
C -2.3202 0.3035 -1.0301 0.342 -0.134 0.307
H 0.5710 1.4732 -0.5994 0.063 -0.208 0.053
H 2.2506 1.0340 -0.2463 -0.064 -0.025 -0.112
H 1.3751 0.2346 -1.5693 -0.006 -0.031 0.177
H 1.5189 -1.2667 0.5305 -0.109 0.190 0.052
H 0.1187 1.0283 1.6935 -0.100 -0.069 -0.090
H -0.8823 -1.6529 1.0801 0.006 0.108 -0.171
H -2.9290 0.5798 -1.8647 0.025 0.045 0.313
```
Forces are in eV/Å.

=====

Question: What is the relative energy (zero: lowest compared OMol25 entry of this formula, charge and spin) in the second record?
Answer: 67.42 kcal per mole